Entry 1:
Computed, not measured: an isolated molecule of C12H14BrN3S at a distorted geometry, with ωB97M-V with the def2-TZVPD basis set.

## Properties
Net charge   0
Frontier orbital gap   9.73 eV
F_max   1.6 eV/Å
LUMO energy   0.5 eV
Electronic energy   -98018.5389 eV
HOMO level   -9.209 eV
ΔE to the lowest compared entry with this formula, charge and spin   0.076 eV
SMILES string   CC(C)/N=C(/NC#N)SCc1ccc(Br)cc1

Structure (XYZ):
```
31
C12H14BrN3S, DFT ωB97M-V with the def2-TZVPD basis set
H -0.911 3.648 0.003
H 3.560 -0.153 -2.034
H -4.290 0.878 -0.050
H 0.741 3.216 -0.465
H -0.958 -1.346 -1.635
C 2.964 -0.615 -1.262
C 0.866 -1.523 -0.499
C -2.421 0.094 0.176
S -1.691 -1.514 0.652
H -0.223 0.540 1.995
H 0.137 0.817 -0.449
H -0.680 -2.941 -0.910
H 1.203 -0.716 -2.459
H 3.214 -1.696 1.939
C 3.517 -0.889 -0.023
C -0.568 -1.864 -0.760
H 0.968 1.799 1.653
C 1.639 -0.933 -1.494
C -0.493 1.537 0.090
N -1.883 1.195 -0.047
Br 5.337 -0.433 0.311
C 1.447 -1.802 0.732
C 2.769 -1.485 0.979
H -0.680 2.243 2.122
H -0.606 2.912 -1.570
C -0.303 2.920 -0.526
C -0.080 1.529 1.564
N -3.793 0.008 0.107
C -4.498 -1.108 0.162
H 0.852 -2.261 1.508
N -5.137 -2.058 0.193
```

Entry 2:
Computed, not measured: a cluster of 5 separate species, C15H35FO8S4 in total at a distorted geometry, with ωB97M-V with the def2-TZVPD basis set.

## Properties
Net charge   0
Frontier orbital gap   9.27 eV
F_max   2.0 eV/Å
LUMO energy   0.2 eV
Electronic energy   -78558.6415 eV
HOMO level   -9.081 eV
SMILES string   CCSC[C@@H]1C(=O)O[C@@](S)(S(=O)(=O)F)[C@@H]1S.CCO.CCO.CCO.CCO

Structure (XYZ):
```
63
C15H35FO8S4, DFT ωB97M-V with the def2-TZVPD basis set
O -3.547 0.582 -4.159
H -0.092 6.424 -2.092
H -2.803 4.086 -2.262
H -0.266 -4.954 -5.233
O 1.018 0.713 5.990
H -0.834 2.647 5.737
H -1.175 6.215 -3.481
O 1.302 -0.156 -0.811
F -2.084 2.261 -3.324
H -2.492 6.761 -1.428
H 0.494 -1.360 4.470
H 3.850 -0.182 0.633
O 3.555 -0.324 1.536
H -0.745 -4.445 -3.648
H -0.910 -3.528 -0.844
H -1.160 -0.075 2.237
H 5.795 -2.778 2.145
C 0.130 -1.183 -2.734
H 0.775 -3.200 -2.217
O -3.143 4.975 -2.132
O -1.225 0.511 -4.739
S 0.903 -3.004 -4.634
H 0.607 3.350 6.458
H -1.804 5.351 -0.608
S -2.210 0.772 -3.755
H -0.605 0.636 7.204
C 3.971 -1.637 1.916
C -0.889 5.808 -2.511
H 5.958 -1.049 2.502
H -0.963 -2.058 3.745
C -2.090 5.761 -1.583
C 5.479 -1.777 1.847
C -0.106 -1.411 3.558
H -1.159 0.438 3.937
H -1.843 -2.209 -3.077
H -1.751 -2.397 -5.330
H 0.838 1.339 7.948
C 0.369 -0.279 -1.545
S -1.339 -2.262 -0.699
H -0.497 4.803 -2.683
C -0.240 2.688 6.651
C 1.023 -2.418 -2.921
C -1.798 -3.476 -5.308
C -0.563 -0.024 3.149
O -0.832 0.502 -1.468
S -3.462 -0.134 -1.284
H -1.990 -3.882 -6.287
H 5.838 -1.589 0.833
H -3.904 -1.322 -1.713
H 1.776 1.282 5.833
H 3.619 -1.809 2.933
H 2.049 -2.116 -2.767
C -0.551 -4.089 -4.652
H 0.295 0.617 2.941
H 0.290 -0.591 -3.628
C -1.313 -1.559 -2.403
H -2.657 -3.720 -4.689
H 1.426 -1.462 2.353
C -1.853 -0.102 -2.167
C 0.241 1.300 7.031
H 3.482 -2.362 1.256
H -0.847 3.125 7.445
O 0.661 -2.025 2.523
```

Entry 3:
Computed, not measured: an isolated molecule of C3H6N4 at a distorted geometry, with ωB97M-V with the def2-TZVPD basis set.

## Properties
Net charge   0
Frontier orbital gap   8.34 eV
F_max   3.5 eV/Å
LUMO energy   0.2 eV
Electronic energy   -9163.0261 eV
HOMO level   -8.165 eV
ΔE to the lowest compared entry with this formula, charge and spin   5.830 eV

Structure (XYZ):
```
13
C3H6N4, DFT ωB97M-V with the def2-TZVPD basis set
H 0.921 1.110 -0.278
N -1.159 0.479 -0.528
H -2.236 2.103 -0.171
N 0.594 -0.929 0.173
H 2.811 -1.293 0.076
C 2.740 -0.258 -0.142
C 1.477 0.189 -0.024
N -1.533 -1.622 0.169
H 3.746 0.366 -0.291
C -1.946 1.145 0.192
N -0.645 -0.794 -0.006
H -2.344 -1.262 -0.311
H -2.426 0.766 1.142
```

Entry 4:
Computed, not measured: the ion C3H9N2 with charge +1 at a distorted geometry, with ωB97M-V with the def2-TZVPD basis set.

## Properties
Net charge   +1
Frontier orbital gap   9.01 eV
F_max   3.4 eV/Å
LUMO energy   -4.9 eV
Electronic energy   -6228.5411 eV
HOMO level   -13.938 eV
ΔE to the lowest compared entry with this formula, charge and spin   2.507 eV
SMILES string   C=[NH+]CNC

Structure (XYZ):
```
14
C3H9N2, DFT ωB97M-V with the def2-TZVPD basis set
C -1.418 0.964 -0.032
N -1.423 -0.287 -0.191
H 2.305 0.159 -0.769
H -2.165 -0.762 -0.764
H -0.613 1.124 0.767
C -0.258 -1.106 0.200
H -0.477 -1.888 1.025
H 2.004 1.422 0.231
C 1.464 0.618 -0.319
H 0.014 -1.819 -0.629
H 1.418 -0.717 1.285
H 0.610 0.943 -0.955
H -2.249 1.629 -0.475
N 0.788 -0.282 0.625
```

net charge of number 1 (C12H14BrN3S)?
0

What is the net charge in the third record?
0

Number 4 is which compound?
C3H9N2